# 1
ORCA calculation (the ωB97M-V functional and the def2-TZVPD basis) on a cluster of 8 separate species, C54H79ClFN9O3 in total.

Geometry as ORCA input:
```
! RIJCOSX wB97M-V def2-TZVPD def2/J DEFGRID3
* xyz 0 1
C -0.558 3.875 -1.064
C -1.261 2.646 -0.530
F -2.009 3.038 0.601
C -0.318 1.549 -0.065
C 0.253 0.745 -1.205
C -0.606 -0.078 -1.921
C -0.180 -0.890 -2.970
C -1.191 -1.790 -3.641
C -1.523 -2.990 -2.739
C -0.334 -3.860 -2.365
N 0.100 -4.722 -3.488
C 1.174 -0.860 -3.319
Cl 1.729 -1.884 -4.593
C 2.070 -0.055 -2.614
C 1.600 0.744 -1.566
C 2.612 1.556 -0.835
O 2.396 2.664 -0.390
C 3.946 0.894 -0.684
C 4.654 1.115 0.614
C 5.170 2.549 0.841
C 4.854 3.080 2.236
N 5.146 2.155 3.331
C 3.990 1.493 3.933
C 3.521 2.152 5.208
C 3.710 3.511 5.417
C 3.200 4.134 6.543
C 2.512 3.401 7.489
C 2.330 2.041 7.307
C 2.837 1.428 6.173
O 2.604 0.072 5.966
C 4.387 0.139 -1.691
C 3.548 -0.032 -2.898
O 4.019 -0.128 -4.010
H -1.255 4.502 -1.617
H -0.181 4.449 -0.220
H 0.285 3.601 -1.694
H -1.996 2.275 -1.245
H 0.447 1.994 0.564
H -0.896 0.875 0.571
H -1.655 -0.107 -1.649
H -0.835 -2.131 -4.606
H -2.107 -1.210 -3.753
H -2.270 -3.616 -3.230
H -1.988 -2.644 -1.812
H -0.625 -4.478 -1.509
H 0.509 -3.258 -2.026
H -0.234 -5.664 -3.320
H 1.109 -4.805 -3.473
H 5.431 0.364 0.742
H 3.914 0.893 1.384
H 4.750 3.234 0.109
H 6.252 2.574 0.688
H 5.444 3.989 2.381
H 3.811 3.395 2.287
H 5.802 1.448 3.037
H 3.141 1.507 3.238
H 4.201 0.441 4.113
H 4.240 4.085 4.672
H 3.328 5.201 6.659
H 2.083 3.877 8.358
H 1.786 1.444 8.025
H 3.174 -0.436 6.552
H 5.347 -0.359 -1.642
C -1.622 5.608 5.131
C -1.198 4.608 4.062
C 0.300 4.289 4.108
C 1.122 5.468 3.840
N 1.770 6.395 3.642
H -1.121 6.568 4.993
H -2.697 5.785 5.082
H -1.382 5.240 6.129
H -1.457 4.989 3.072
H -1.744 3.673 4.193
H 0.543 3.524 3.367
H 0.581 3.889 5.086
C -3.579 -7.987 -5.300
C -3.403 -6.706 -6.105
C -3.034 -5.497 -5.238
C -4.101 -5.172 -4.292
N -4.975 -4.949 -3.579
H -4.391 -7.891 -4.579
H -3.822 -8.821 -5.952
H -2.664 -8.235 -4.754
H -4.322 -6.492 -6.654
H -2.615 -6.842 -6.848
H -2.848 -4.618 -5.854
H -2.112 -5.687 -4.688
C -2.165 1.290 -6.123
C -2.805 0.979 -7.471
C -3.733 -0.240 -7.414
C -3.001 -1.453 -7.062
N -2.410 -2.382 -6.738
H -1.536 0.466 -5.782
H -1.531 2.171 -6.185
H -2.929 1.474 -5.363
H -2.029 0.810 -8.219
H -3.392 1.835 -7.809
H -4.228 -0.398 -8.374
H -4.518 -0.081 -6.671
C 0.989 4.866 11.868
C -0.532 4.815 11.935
C -1.133 3.769 10.990
C -0.848 4.070 9.588
N -0.602 4.305 8.492
H 1.332 5.148 10.871
H 1.381 5.598 12.572
H 1.425 3.896 12.115
H -0.946 5.797 11.699
H -0.848 4.574 12.951
H -2.215 3.717 11.117
H -0.736 2.779 11.221
C 2.245 -3.235 4.955
C 1.784 -3.988 3.713
C 2.857 -4.044 2.619
C 3.203 -2.712 2.128
N 3.481 -1.661 1.761
H 2.470 -2.193 4.723
H 1.468 -3.242 5.718
H 3.140 -3.696 5.380
H 0.883 -3.521 3.313
H 1.519 -5.013 3.977
H 2.509 -4.643 1.776
H 3.763 -4.520 2.999
C 4.600 3.496 -5.962
C 3.950 4.344 -4.874
C 2.972 3.546 -4.009
C 1.829 3.042 -4.765
N 0.928 2.658 -5.364
H 3.855 3.104 -6.655
H 5.311 4.090 -6.538
H 5.137 2.650 -5.531
H 3.427 5.190 -5.322
H 4.721 4.755 -4.220
H 2.594 4.191 -3.212
H 3.459 2.706 -3.509
C -8.210 -6.577 -3.821
C -8.985 -6.855 -5.104
C -8.930 -8.328 -5.527
C -7.567 -8.756 -5.835
N -6.487 -9.085 -6.043
H -7.148 -6.794 -3.939
H -8.295 -5.529 -3.539
H -8.593 -7.181 -2.996
H -8.597 -6.231 -5.911
H -10.034 -6.584 -4.968
H -9.550 -8.495 -6.409
H -9.324 -8.965 -4.733
*
```

Output
HOMO level	-8.59	eV
electronic energy	-92072.2772	eV
max |F|	0.65	eV/A
SMILES	C[C@H](F)Cc1cc(CCCN)c(Cl)c2c1C(=O)C(CCCNCc1ccccc1O)=CC2=O.CCCC#N.CCCC#N.CCCC#N.CCCC#N.CCCC#N.CCCC#N.CCCC#N
gap between HOMO and LUMO	7.9	eV
LUMO level	-0.025	hartree

# 2
ORCA calculation (the ωB97M-V functional and the def2-TZVPD basis) on an isolated molecule of C5H5NO3.

Geometry as ORCA input:
```
! RIJCOSX wB97M-V def2-TZVPD def2/J DEFGRID3
* xyz 0 1
O -1.044 1.419 1.477
H -1.118 -1.574 1.820
N -1.455 -0.619 1.814
C -0.696 0.252 1.148
C -0.320 -0.010 -0.295
C 0.698 1.003 -0.870
O 1.742 0.372 -0.034
C 0.991 -0.802 -0.527
C 1.080 -0.086 -1.890
O 1.393 -0.252 -3.024
H -1.194 -0.256 -0.915
H 0.653 2.094 -0.917
H 1.297 -1.797 -0.191
H -2.026 0.255 2.402
*
```

Output
relative energy (zero: lowest compared OMol25 entry of this formula, charge and spin)	94.3	kcal per mole
HOMO level	-10.07	eV
electronic energy	-12893.8010	eV
max |F|	5.21	eV/A
gap between HOMO and LUMO	10.5	eV
LUMO level	0.015	hartree

# 3
ORCA calculation (the ωB97M-V functional and the def2-TZVPD basis) on a structure of composition C21H25F2FeN2O8S2.

Geometry as ORCA input:
```
! RIJCOSX wB97M-V def2-TZVPD def2/J DEFGRID3
* xyz -2 6
Fe -1.884 -0.441 0.126
O 1.025 0.807 -3.428
C 1.454 1.919 -2.812
C 2.529 2.616 -3.358
C 2.987 3.782 -2.769
C 2.362 4.285 -1.634
C 1.286 3.606 -1.089
C 0.815 2.424 -1.655
C -0.303 1.683 -1.050
O -0.403 0.407 -1.289
N -1.161 2.353 -0.319
N -2.144 1.565 0.148
C -3.063 2.064 0.923
C -4.280 1.385 1.199
C -5.163 1.858 2.186
C -6.359 1.234 2.449
C -6.734 0.112 1.698
C -5.898 -0.388 0.728
C -4.637 0.194 0.462
O -3.857 -0.298 -0.432
H 0.439 0.354 -2.764
H 3.008 2.210 -4.240
H 3.842 4.299 -3.189
H 2.719 5.199 -1.174
H 0.788 3.963 -0.198
H -2.856 3.024 1.397
H -4.870 2.728 2.768
H -7.000 1.593 3.247
H -7.679 -0.382 1.899
H -6.148 -1.282 0.171
O -1.662 -3.772 1.906
S -2.449 -2.840 1.113
O -3.593 -3.470 0.476
O -2.826 -1.615 1.880
O -1.516 -2.283 -0.006
C 5.366 -0.211 0.389
C 4.500 -1.133 1.252
C 3.086 -0.601 1.460
S 1.954 -0.798 -0.012
O 2.837 -0.602 -1.199
C 1.757 -2.639 0.161
C 2.114 -3.335 -1.144
C 0.975 -3.234 -2.157
H 6.345 -0.664 0.207
H 5.518 0.757 0.872
H 4.863 -0.048 -0.560
H 4.980 -1.281 2.225
H 4.442 -2.110 0.761
H 3.102 0.472 1.661
H 2.572 -1.109 2.275
H 0.705 -2.779 0.409
H 2.370 -2.994 0.988
H 2.339 -4.388 -0.948
H 3.011 -2.860 -1.552
H 0.062 -3.656 -1.738
H 1.231 -3.746 -3.088
H 0.775 -2.186 -2.386
F 0.265 1.046 1.811
C -0.697 0.030 1.916
F 0.061 -1.091 2.226
H -1.299 0.268 2.801
*
```

Output
relative energy (zero: lowest compared OMol25 entry of this formula, charge and spin)	26.5	kcal per mole
HOMO level (spin up / spin down)	-1.94 / -2.12	eV
electronic energy	-103037.2924	eV
max |F|	1.63	eV/A
gap between HOMO and LUMO (spin up / spin down)	6.6 / 6.7	eV
<S²>	8.763
LUMO level (spin up / spin down)	0.170 / 0.170	hartree

# 4
ORCA calculation (the ωB97M-V functional and the def2-TZVPD basis) on a cluster of 2 separate species, H2NO3S in total.

Geometry as ORCA input:
```
! RIJCOSX wB97M-V def2-TZVPD def2/J DEFGRID3
* xyz -1 1
N 1.268 -1.024 -1.264
O -1.307 2.099 0.525
O -1.442 -0.201 1.520
O 0.786 -0.288 -0.141
S -1.569 0.665 0.359
H 1.942 -0.394 -1.513
H 0.322 -0.858 0.513
*
```

Output
relative energy (zero: lowest compared OMol25 entry of this formula, charge and spin)	103.8	kcal per mole
HOMO level (spin up / spin down)	-4.29 / -1.22	eV
electronic energy	-18497.7676	eV
max |F|	4.06	eV/A
gap between HOMO and LUMO (spin up / spin down)	8.4 / 5.1	eV
LUMO level (spin up / spin down)	0.150 / 0.142	hartree

# 5
ORCA calculation (the ωB97M-V functional and the def2-TZVPD basis) on an isolated molecule of C10H19N3O4.

Geometry as ORCA input:
```
! RIJCOSX wB97M-V def2-TZVPD def2/J DEFGRID3
* xyz 0 1
C 2.661 1.516 1.782
C 2.718 1.533 0.198
C 1.888 2.819 -0.236
C 2.326 0.297 -0.640
N 0.902 0.133 -0.523
C 0.295 -0.933 0.005
O 0.708 -1.625 0.979
C -1.134 -1.055 -0.325
N -1.790 -1.560 0.884
C -1.758 0.239 -0.931
C -3.287 0.229 -1.279
C -4.302 0.266 -0.088
N -4.903 1.503 0.426
O -4.554 -0.785 0.544
C 3.304 -0.871 -0.426
O 4.469 -0.610 -0.681
O 2.878 -1.981 -0.052
H 2.949 2.594 2.049
H 3.281 0.706 2.224
H 1.718 1.192 2.188
H 3.774 1.725 -0.049
H 1.566 2.792 -1.248
H 2.375 3.729 0.149
H 0.828 2.876 0.256
H 2.537 0.500 -1.700
H 0.323 0.767 -1.148
H -1.392 -1.761 -1.053
H -1.189 -1.434 1.615
H -2.726 -1.838 0.679
H -1.382 0.224 -1.997
H -1.621 1.139 -0.359
H -3.414 1.055 -2.018
H -3.535 -0.643 -1.927
H -4.395 2.355 0.353
H -5.443 1.332 1.337
H 2.023 -2.059 0.448
*
```

Output
relative energy (zero: lowest compared OMol25 entry of this formula, charge and spin)	81.8	kcal per mole
HOMO level	-8.78	eV
electronic energy	-23337.1980	eV
max |F|	4.29	eV/A
SMILES	CC(C)[C@H](NC(=O)[C@@H](N)CCC(N)=O)C(=O)O
gap between HOMO and LUMO	8.9	eV
LUMO level	0.005	hartree

# 6
ORCA calculation (the ωB97M-V functional and the def2-TZVPD basis) on a cluster of 6 separate species, C21H56NO19PS5 in total.

Geometry as ORCA input:
```
! RIJCOSX wB97M-V def2-TZVPD def2/J DEFGRID3
* xyz 0 1
C 1.469 -4.635 0.270
C 1.556 -4.416 -1.228
O 0.891 -3.244 -1.675
C 1.563 -2.035 -1.394
C 0.591 -0.885 -1.542
O -0.474 -0.965 -0.640
P -1.902 -1.890 -0.976
C -1.669 -2.924 0.500
C -3.562 -2.752 -1.505
O -4.272 -3.399 -0.423
N -4.285 -4.771 -0.574
O -4.995 -5.281 0.210
H 1.831 -3.783 0.849
H 2.078 -5.500 0.544
H 0.448 -4.859 0.572
H 1.054 -5.241 -1.736
H 2.597 -4.424 -1.576
H 2.409 -1.894 -2.082
H 1.967 -2.010 -0.376
H 0.253 -0.794 -2.585
H 1.150 0.027 -1.303
H -1.332 -2.322 -2.188
H -2.612 -0.681 -0.868
H -0.641 -2.803 0.830
H -2.352 -2.618 1.292
H -1.841 -3.968 0.242
H -4.259 -1.989 -1.862
H -3.401 -3.479 -2.304
C 2.744 2.469 3.275
C 1.977 1.393 4.007
O 0.560 1.400 3.665
S 0.145 0.822 2.257
C -1.591 0.786 2.522
O 0.675 -0.499 2.114
O 0.425 1.798 1.237
H 2.769 2.281 2.205
H 3.772 2.506 3.637
H 2.279 3.442 3.431
H 2.376 0.397 3.815
H 1.981 1.555 5.082
H -1.812 0.056 3.296
H -2.034 0.492 1.572
H -1.920 1.783 2.812
C 0.933 -8.060 4.460
C -0.525 -8.447 4.550
O -1.385 -7.603 3.739
S -1.368 -7.839 2.171
C -2.791 -6.885 1.778
O -1.608 -9.226 1.908
O -0.210 -7.216 1.600
H 1.335 -8.241 3.465
H 1.502 -8.653 5.177
H 1.065 -7.003 4.691
H -0.692 -9.487 4.265
H -0.908 -8.308 5.559
H -3.664 -7.350 2.227
H -2.873 -6.885 0.693
H -2.644 -5.874 2.149
C -1.227 2.238 -2.776
C -0.170 2.044 -3.841
O -0.669 2.260 -5.185
S -0.901 3.769 -5.623
C -1.091 3.480 -7.345
O 0.301 4.508 -5.370
O -2.136 4.249 -5.082
H -1.561 3.272 -2.728
H -0.826 1.945 -1.803
H -2.100 1.620 -2.993
H 0.692 2.693 -3.689
H 0.174 1.013 -3.842
H -0.155 3.099 -7.743
H -1.339 4.440 -7.791
H -1.903 2.772 -7.489
C -3.290 7.765 2.781
C -3.438 7.365 1.331
O -2.388 6.468 0.882
S -2.464 4.958 1.356
C -1.268 4.297 0.261
O -3.764 4.438 1.042
O -1.989 4.843 2.703
H -3.435 6.917 3.448
H -4.037 8.524 3.016
H -2.298 8.176 2.967
H -4.403 6.896 1.132
H -3.339 8.225 0.672
H -1.631 4.400 -0.757
H -1.145 3.252 0.534
H -0.328 4.826 0.404
C 6.934 2.628 -1.711
C 5.984 3.802 -1.779
O 4.598 3.400 -1.934
S 3.860 2.815 -0.658
C 2.227 2.865 -1.295
O 4.007 3.747 0.422
O 4.242 1.449 -0.459
H 6.781 2.041 -0.808
H 7.959 3.002 -1.714
H 6.795 1.971 -2.570
H 6.062 4.444 -0.901
H 6.173 4.412 -2.660
H 1.944 3.901 -1.467
H 1.575 2.411 -0.549
H 2.213 2.295 -2.220
*
```

Output
HOMO level	-9.36	eV
electronic energy	-126536.7827	eV
max |F|	0.42	eV/A
SMILES	CCOCCO[PH2](C)CON=O.CCOS(C)(=O)=O.CCOS(C)(=O)=O.CCOS(C)(=O)=O.CCOS(C)(=O)=O.CCOS(C)(=O)=O
gap between HOMO and LUMO	9.6	eV
LUMO level	0.009	hartree

# 7
ORCA calculation (the ωB97M-V functional and the def2-TZVPD basis) on a structure of composition C33H31AsN4O3S2Sc.

Geometry as ORCA input:
```
! RIJCOSX wB97M-V def2-TZVPD def2/J DEFGRID3
* xyz 3 1
Sc 0.297 0.495 1.160
C -1.614 3.752 -1.514
C -0.844 2.608 -0.941
N -1.292 1.795 -0.051
N -2.570 1.960 0.405
C -3.051 1.155 1.388
N -4.329 1.320 1.704
S -2.114 -0.005 2.176
C 0.539 2.316 -1.406
C 1.079 2.923 -2.523
C 2.374 2.587 -2.913
C 3.078 1.659 -2.172
C 2.462 1.083 -1.069
N 1.223 1.399 -0.689
H -2.261 4.214 -0.767
H -2.231 3.426 -2.356
H -0.948 4.531 -1.873
H -3.175 2.620 -0.064
H -4.939 1.961 1.220
H -4.728 0.771 2.450
H 0.512 3.648 -3.087
H 2.819 3.057 -3.780
H 4.089 1.378 -2.428
H 2.977 0.343 -0.467
C -0.893 -6.727 -0.070
C 0.426 -6.456 -0.404
C 0.811 -5.157 -0.700
C -0.149 -4.145 -0.654
C -1.481 -4.412 -0.325
C -1.844 -5.713 -0.028
As 0.369 -2.415 -1.117
C 2.076 -2.118 -1.806
C 3.313 -2.500 -1.305
C 4.437 -2.228 -2.075
C 4.299 -1.606 -3.312
C 3.056 -1.221 -3.799
C 1.920 -1.465 -3.040
C 0.525 -1.090 -3.408
C 0.156 -0.399 -4.553
C -1.186 -0.115 -4.777
C -2.171 -0.517 -3.882
C -1.825 -1.217 -2.733
C -0.484 -1.482 -2.510
H -1.186 -7.743 0.157
H 1.155 -7.253 -0.439
H 1.836 -4.952 -0.977
H -2.226 -3.626 -0.289
H -2.868 -5.942 0.232
H 3.409 -2.989 -0.345
H 5.416 -2.517 -1.720
H 5.179 -1.423 -3.914
H 2.989 -0.746 -4.770
H 0.896 -0.098 -5.282
H -1.470 0.409 -5.680
H -3.210 -0.312 -4.098
H -2.594 -1.561 -2.054
O 1.393 -1.091 1.036
O 0.131 -1.405 0.368
C 2.144 3.048 4.345
S 0.631 3.102 3.414
O 0.823 1.938 2.390
C -0.563 2.572 4.580
C -1.643 3.426 4.770
C -2.611 3.080 5.706
C -2.490 1.897 6.416
C -1.407 1.044 6.208
C -0.430 1.379 5.291
H 2.311 2.043 4.724
H 2.029 3.758 5.164
H 2.952 3.365 3.690
H -1.714 4.357 4.222
H -3.445 3.743 5.890
H -3.239 1.635 7.151
H -1.323 0.128 6.776
H 0.417 0.721 5.136
*
```

Output
HOMO level	-16.29	eV
electronic energy	-150014.5098	eV
max |F|	1.52	eV/A
gap between HOMO and LUMO	7.7	eV
LUMO level	-0.316	hartree

# 8
ORCA calculation (the ωB97M-V functional and the def2-TZVPD basis) on an isolated molecule of C16H15FN2O5.

Geometry as ORCA input:
```
! RIJCOSX wB97M-V def2-TZVPD def2/J DEFGRID3
* xyz 0 1
C -5.055 -2.271 -0.140
C -3.847 -1.360 0.125
C -3.509 -0.012 -0.343
C -2.444 0.178 0.399
N -1.806 1.219 0.556
C -1.923 2.420 -0.570
O -2.862 2.534 -1.329
C -0.777 3.432 -0.302
O 0.491 2.828 -0.814
C 1.245 2.464 0.230
O 0.860 2.135 1.198
C 2.472 1.928 -0.285
C 3.486 1.349 0.710
C 4.103 0.111 0.215
O 5.143 -0.193 0.236
C 2.908 -1.043 0.019
C 1.588 -0.879 0.884
C 0.768 -1.862 0.592
C 1.037 -2.989 -0.115
F 0.109 -4.044 -0.387
C 2.334 -2.970 -1.147
C 3.345 -2.117 -0.703
N -2.156 -0.953 1.081
O -3.166 -1.832 1.105
H -5.717 -1.804 -1.144
H -4.703 -3.183 -0.351
H -5.712 -2.464 0.676
H -4.110 0.712 -1.007
H -0.981 1.293 1.058
H -1.115 4.510 -0.936
H -0.878 3.908 0.648
H 2.345 1.046 -1.118
H 2.940 2.690 -0.959
H 4.371 2.016 0.586
H 3.063 1.415 1.625
H 1.468 -0.047 1.336
H -0.158 -1.969 1.085
H 2.594 -3.829 -1.563
H 4.248 -2.371 -1.154
*
```

Output
relative energy (zero: lowest compared OMol25 entry of this formula, charge and spin)	332.8	kcal per mole
HOMO level	-8.37	eV
electronic energy	-32757.9411	eV
max |F|	16.33	eV/A
SMILES	Cc1cc(NC(=O)COC(=O)CCC(=O)c2ccc(F)cc2)no1
gap between HOMO and LUMO	8.4	eV
LUMO level	0.002	hartree

Q: Which value of electronic energy does entry 7 give?
A: -150014.5098 eV

Q: The highest electronic energy belongs to which entry?
A: C5H5NO3

Q: The highest electronic energy belongs to which entry?
A: C5H5NO3